# 1
# CsH4O2

CsH4O2 as an isolated structure (ωB97M-V/def2-TZVPD, OMol25).

Cartesian coordinates (Å):
Cs 22.099 11.038 16.806
O 21.131 10.931 20.230
H 20.258 10.880 20.621
H 21.009 11.456 19.439
O 19.797 11.858 14.743
H 19.573 11.877 15.674
H 20.506 12.495 14.654

2S+1 = 1
frontier orbital gap = 0.420 hartree
energy = -172.78777 Ha
highest occupied orbital energy = -15.78 eV
F_max = 0.740 eV/A
ΔE to the lowest compared entry with this formula, charge and spin = 30.5 kcal/mol
charge = +1

Charges computed using Löwdin, reported in e:
1. Cs 1.15
2. O -0.06
3. H 0.05
4. H -0.06
5. O -0.09
6. H -0.01
7. H 0.01

# 2
# C9H17ClI2LuN2OPSe

C9H17ClI2LuN2OPSe as an isolated structure in a non-equilibrium geometry (ωB97M-V/def2-TZVPD, OMol25).

Cartesian coordinates (Å):
I 1.093 3.081 -0.984
I -0.926 -1.100 -1.030
Lu 0.088 0.821 1.006
P -2.039 2.182 -0.308
C -2.240 2.512 -2.092
C -3.679 1.431 0.003
H -2.177 3.859 1.420
H -3.345 4.181 0.092
H -1.595 4.579 -0.100
C -2.315 3.872 0.331
H -3.713 1.068 1.038
H -4.463 2.189 -0.151
H -3.172 3.077 -2.242
H -2.287 1.574 -2.654
H -3.832 0.578 -0.670
H -1.400 3.098 -2.480
C 0.593 0.918 -2.091
O 0.745 0.798 -3.236
Cl -1.016 1.136 3.103
C 3.429 -1.723 -1.342
N 2.796 -2.390 -0.232
C 2.447 -3.737 -0.191
C 1.787 -3.940 0.974
N 1.714 -2.711 1.619
C 1.052 -2.486 2.884
C 2.339 -1.744 0.878
Se 2.618 0.094 1.298
H 2.705 -1.131 -1.914
H 3.842 -2.513 -1.969
H 4.220 -1.066 -0.971
H 2.714 -4.398 -1.003
H 1.353 -4.822 1.412
H 0.001 -2.783 2.802
H 1.550 -3.082 3.658
H 1.111 -1.424 3.140

2S+1 = 1
frontier orbital gap (spin up / spin down) = 0.155 / 0.155 hartree
energy = -5571.29203 Ha
highest occupied orbital energy (spin up / spin down) = -15.25 / -15.25 eV
F_max = 3.432 eV/A
charge = +2

Charges computed using Löwdin, reported in e:
1. I 0.88
2. I 0.63
3. Lu 0.49
4. P 0.54
5. C -0.30
6. C -0.26
7. H 0.05
8. H 0.07
9. H 0.03
10. C -0.27
11. H 0.05
12. H 0.07
13. H 0.08
14. H 0.04
15. H 0.04
16. H 0.00
17. C -0.63
18. O 0.05
19. Cl -0.10
20. C -0.01
21. N -0.13
22. C 0.01
23. C 0.00
24. N -0.13
25. C -0.02
26. C -0.65
27. Se 0.61
28. H 0.08
29. H 0.11
30. H 0.09
31. H 0.15
32. H 0.15
33. H 0.11
34. H 0.12
35. H 0.04

# 3
# C21H18N5O2Tl

C21H18N5O2Tl as an isolated structure in a non-equilibrium geometry (ωB97M-V/def2-TZVPD, OMol25).

Cartesian coordinates (Å):
Tl -0.936 0.408 1.839
N 2.452 -2.750 3.074
C 1.554 -1.774 3.008
O 1.195 -1.269 1.953
C 0.964 -1.346 4.373
C 0.397 0.000 4.395
H 2.861 -3.103 2.221
H 2.761 -3.162 3.942
H 1.802 -1.371 5.086
H 0.241 -2.102 4.689
H 1.036 0.826 4.120
H -0.492 0.213 4.962
N -0.512 3.091 2.414
C -1.469 3.861 1.723
C -2.121 4.937 2.289
C -3.066 5.664 1.561
C -3.359 5.331 0.256
C -2.755 4.215 -0.339
C -3.036 3.788 -1.663
C -2.436 2.675 -2.167
C -1.562 1.946 -1.321
N -1.263 2.325 -0.091
C -1.818 3.452 0.406
H -0.363 3.441 3.355
H 0.365 3.058 1.902
H -1.887 5.238 3.300
H -3.557 6.506 2.023
H -4.046 5.923 -0.327
H -3.742 4.347 -2.256
H -2.637 2.323 -3.165
H -1.278 0.386 -2.652
N 3.840 -7.148 -5.055
C 3.295 -6.285 -4.538
C 2.620 -5.212 -3.912
C 2.467 -5.192 -2.520
C 1.841 -4.125 -1.918
C 1.355 -3.065 -2.700
C 1.489 -3.100 -4.096
C 2.119 -4.166 -4.696
C 0.736 -1.969 -2.083
C 0.289 -1.037 -1.452
H 2.840 -6.014 -1.928
H 1.710 -4.093 -0.848
H 1.099 -2.293 -4.698
H 2.236 -4.200 -5.767
O -0.273 -0.010 -0.897
N -0.955 0.832 -1.801

2S+1 = 1
frontier orbital gap (spin up / spin down) = 0.116 / 0.243 hartree
energy = -1407.05797 Ha
highest occupied orbital energy (spin up / spin down) = -13.15 / -13.28 eV
F_max = 2.476 eV/A
charge = +2

Charges computed using Löwdin, reported in e:
1. Tl 1.14
2. N 0.21
3. C -0.53
4. O -0.09
5. C -0.18
6. C -0.06
7. H 0.13
8. H 0.13
9. H 0.14
10. H 0.14
11. H 0.06
12. H 0.06
13. N 0.08
14. C -0.21
15. C 0.03
16. C 0.01
17. C 0.04
18. C -0.12
19. C 0.05
20. C 0.05
21. C -0.27
22. N 0.10
23. C -0.15
24. H 0.12
25. H 0.12
26. H 0.13
27. H 0.14
28. H 0.14
29. H 0.14
30. H 0.13
31. H 0.19
32. N 0.20
33. C -0.18
34. C -0.21
35. C 0.00
36. C -0.01
37. C -0.23
38. C -0.01
39. C 0.00
40. C 0.08
41. C -0.07
42. H 0.13
43. H 0.12
44. H 0.12
45. H 0.13
46. O -0.10
47. N 0.16

# 4
# C4H41NO16

A 16-piece molecular cluster, C4H41NO16 overall in a non-equilibrium geometry (ωB97M-V/def2-TZVPD, OMol25).

Cartesian coordinates (Å):
C -1.109 -2.506 3.031
C -0.390 -1.711 1.803
C 0.066 -0.395 2.305
C 0.302 0.473 1.034
O -0.853 0.552 0.177
N 0.680 -2.484 1.168
H -0.519 -3.256 3.557
H -1.963 -3.114 2.618
H -1.636 -1.799 3.677
H -1.212 -1.652 0.914
H -0.681 0.177 2.955
H 0.799 -0.406 2.987
H 0.281 1.611 1.289
H 1.271 0.355 0.480
H -0.584 -0.024 -0.596
H 0.317 -3.255 0.637
H 1.490 -2.713 1.661
H -0.402 3.290 -1.372
H -1.289 2.217 -0.888
O -1.090 3.153 -0.690
H 1.122 3.761 -3.487
H 1.418 2.510 -2.761
O 0.832 3.268 -2.700
H 2.800 -2.025 -3.205
H 3.380 -1.778 -1.796
O 2.544 -2.149 -2.209
H -2.288 -0.317 0.625
H -3.765 0.018 0.925
O -3.117 -0.644 0.984
H 2.848 3.327 1.369
H 2.149 4.482 0.872
O 3.039 3.981 0.753
H -3.589 -2.338 0.610
H -4.539 -2.839 -0.501
O -3.792 -3.070 -0.024
H 4.492 2.272 1.459
H 4.552 2.625 -0.032
O 4.832 2.036 0.686
H 0.160 3.959 1.771
H 1.097 3.321 2.863
O 0.882 3.364 2.023
H 3.917 -1.354 0.007
H 4.780 0.014 -0.239
O 4.585 -0.913 -0.498
H -3.459 -0.015 -1.016
H -3.825 -1.335 -1.750
O -4.111 -0.448 -1.530
H 0.753 -2.243 -2.358
H -0.124 -2.932 -1.397
O -0.182 -2.297 -2.237
H 0.532 -0.079 -3.080
H 1.687 -0.053 -2.157
O 1.419 0.297 -2.988
H -2.277 0.033 -2.675
H -1.029 -0.781 -2.518
O -1.369 0.056 -2.472
H -2.191 -3.652 -0.198
H -1.670 -4.898 -1.007
O -1.352 -4.059 -0.630
H -1.457 4.517 0.569
H -1.646 3.433 1.656
O -1.519 4.431 1.546

2S+1 = 2
frontier orbital gap (spin up / spin down) = 0.374 / 0.181 hartree
energy = -1435.16178 Ha
highest occupied orbital energy (spin up / spin down) = -13.35 / -13.35 eV
F_max = 6.879 eV/A
ΔE to the lowest compared entry with this formula, charge and spin = 73.7 kcal/mol
charge = +1

Charges computed using Löwdin, reported in e:
1. C 0.04
2. C -0.32
3. C -0.12
4. C -0.19
5. O -0.15
6. N 0.36
7. H 0.09
8. H 0.10
9. H 0.10
10. H 0.16
11. H 0.17
12. H 0.09
13. H 0.12
14. H 0.14
15. H 0.09
16. H 0.10
17. H 0.13
18. H 0.02
19. H 0.03
20. O -0.07
21. H 0.07
22. H 0.02
23. O -0.04
24. H 0.14
25. H 0.04
26. O -0.12
27. H -0.01
28. H 0.06
29. O -0.04
30. H -0.04
31. H 0.10
32. O -0.08
33. H 0.04
34. H 0.02
35. O -0.03
36. H -0.05
37. H 0.06
38. O 0.00
39. H 0.02
40. H -0.01
41. O -0.02
42. H 0.01
43. H 0.04
44. O -0.04
45. H -0.01
46. H 0.04
47. O -0.01
48. H -0.03
49. H 0.07
50. O -0.08
51. H 0.02
52. H 0.00
53. O -0.02
54. H 0.03
55. H -0.06
56. O 0.00
57. H 0.04
58. H 0.08
59. O -0.10
60. H 0.04
61. H 0.07
62. O -0.09

# 5
# C6H6N

An isolated ion of composition C6H6N and charge +1 in a non-equilibrium geometry (ωB97M-V/def2-TZVPD, OMol25).

Cartesian coordinates (Å):
C -2.046 -0.752 -0.152
C -1.193 -1.653 0.084
N 0.062 -1.807 0.212
C 0.884 -0.755 -0.365
C 0.352 0.560 0.115
C -0.866 1.155 0.078
C -2.183 0.572 -0.085
H 0.498 -2.634 0.611
H 0.862 -0.821 -1.461
H 1.912 -0.888 -0.026
H 1.132 1.196 0.514
H -0.899 2.196 0.380
H -3.085 1.155 -0.006

SMILES string = C1=C=[NH+]CC=CC=1
2S+1 = 1
frontier orbital gap = 0.303 hartree
energy = -286.56737 Ha
highest occupied orbital energy = -14.49 eV
F_max = 1.787 eV/A
ΔE to the lowest compared entry with this formula, charge and spin = 42.6 kcal/mol
charge = +1

Charges computed using Löwdin, reported in e:
1. C 0.10
2. C 0.03
3. N 0.10
4. C -0.11
5. C 0.00
6. C -0.04
7. C 0.05
8. H 0.18
9. H 0.15
10. H 0.14
11. H 0.13
12. H 0.13
13. H 0.13